[1]
C48H112BN6 | the ωB97M-V functional and the def2-TZVPD basis

Results
- multiplicity = 1
- Kohn-Sham gap (eV) = 10.24
- ΔE to the lowest compared entry with this formula, charge and spin (kJ/mol) = 4167.97
- HOMO level (Eh) = -0.76476
- net charge = +5

Atoms and positions in Å:
B1 -0.34 -0.63 -0.47
H1 0.51 -1.19 -0.83
H2 -0.24 0.31 -1.00
H3 -1.27 -1.09 -0.73
H4 -0.28 -0.49 0.60
C1 -2.73 -2.85 -2.70
C2 -3.04 -1.33 -2.62
C3 -1.92 -0.25 -3.02
N1 -2.39 1.27 -3.14
C4 -3.42 1.35 -4.29
C5 -1.18 2.04 -3.56
C6 -0.43 2.50 -2.25
C7 -1.48 2.50 -1.15
C8 -2.77 1.88 -1.77
H5 -1.82 -3.16 -2.16
H6 -2.49 -3.27 -3.68
H7 -3.64 -3.33 -2.34
H8 -3.33 -1.16 -1.58
H9 -3.89 -1.19 -3.28
H10 -1.45 -0.60 -3.94
H11 -1.22 -0.20 -2.18
H12 -3.10 0.64 -5.05
H13 -3.55 2.40 -4.57
H14 -4.36 1.02 -3.85
H15 -1.47 2.91 -4.15
H16 -0.50 1.53 -4.25
H17 -0.15 3.56 -2.32
H18 0.49 1.97 -1.98
H19 -1.68 3.49 -0.74
H20 -1.06 1.95 -0.31
H21 -3.60 2.59 -1.74
H22 -3.21 1.08 -1.17
C9 1.24 1.00 -0.11
C10 0.76 2.49 -0.23
C11 0.70 3.24 1.15
N2 0.32 4.70 1.12
C12 -1.24 4.85 0.99
C13 0.88 5.28 2.41
C14 2.28 5.91 1.97
C15 2.53 5.55 0.50
C16 1.09 5.52 0.02
H23 1.91 0.65 -0.89
H24 0.51 0.22 0.12
H25 2.03 0.98 0.64
H26 -0.21 2.49 -0.73
H27 1.44 3.01 -0.90
H28 1.70 3.24 1.57
H29 -0.01 2.73 1.81
H30 -1.43 5.92 1.08
H31 -1.76 4.33 1.79
H32 -1.57 4.56 -0.01
H33 0.17 6.11 2.46
H34 0.86 4.69 3.32
H35 2.18 6.98 2.21
H36 3.04 5.49 2.63
H37 2.99 6.38 -0.04
H38 3.04 4.65 0.16
H39 0.63 6.51 -0.04
H40 0.95 4.95 -0.90
C17 -0.10 2.23 7.81
C18 0.43 1.06 6.94
C19 0.23 1.46 5.47
N3 0.76 0.42 4.41
C20 2.22 0.05 4.81
C21 0.55 0.79 2.91
C22 0.68 -0.47 2.18
C23 0.16 -1.56 3.14
C24 -0.08 -0.96 4.46
H41 -1.18 2.31 7.73
H42 0.36 3.17 7.50
H43 0.07 2.01 8.87
H44 -0.03 0.11 7.20
H45 1.50 0.92 7.07
H46 0.72 2.41 5.28
H47 -0.80 1.62 5.16
H48 2.29 -0.71 5.60
H49 2.80 0.96 4.92
H50 2.78 -0.44 4.02
H51 1.41 1.43 2.71
H52 -0.45 1.21 2.82
H53 1.73 -0.77 2.17
H54 0.19 -0.45 1.21
H55 0.76 -2.47 3.13
H56 -0.78 -1.87 2.68
H57 0.31 -1.56 5.28
H58 -1.13 -0.70 4.59
C25 3.13 -3.72 -4.43
C26 2.29 -2.44 -4.65
C27 2.58 -1.57 -3.42
N4 1.84 -0.22 -3.50
C28 0.32 -0.45 -3.39
C29 2.14 0.59 -4.78
C30 2.07 2.13 -4.43
C31 2.11 2.15 -2.96
C32 2.29 0.73 -2.37
H59 4.18 -3.51 -4.63
H60 2.84 -4.54 -5.10
H61 3.10 -4.18 -3.45
H62 1.25 -2.77 -4.71
H63 2.65 -1.97 -5.56
H64 3.62 -1.25 -3.40
H65 2.41 -1.94 -2.41
H66 -0.11 0.55 -3.39
H67 0.17 -0.88 -2.40
H68 -0.12 -1.09 -4.16
H69 1.52 0.25 -5.62
H70 3.10 0.20 -5.12
H71 1.08 2.40 -4.81
H72 2.93 2.67 -4.83
H73 1.23 2.62 -2.51
H74 2.93 2.79 -2.64
H75 1.73 0.56 -1.45
H76 3.35 0.51 -2.21
C33 -3.32 -4.76 -0.41
C34 -3.22 -3.60 0.56
C35 -3.18 -2.25 -0.15
N5 -2.96 -1.06 0.88
C36 -1.60 -1.31 1.63
C37 -2.92 0.36 0.26
C38 -3.20 1.32 1.39
C39 -3.87 0.55 2.55
C40 -4.08 -0.86 1.86
H77 -3.17 -5.78 -0.06
H78 -2.70 -4.70 -1.30
H79 -4.32 -4.81 -0.86
H80 -2.26 -3.69 1.06
H81 -4.04 -3.75 1.26
H82 -4.12 -2.09 -0.67
H83 -2.38 -2.17 -0.89
H84 -1.69 -1.79 2.60
H85 -1.06 -0.38 1.84
H86 -1.00 -1.91 0.94
H87 -1.94 0.57 -0.17
H88 -3.67 0.37 -0.53
H89 -2.35 1.93 1.71
H90 -3.95 2.08 1.15
H91 -3.24 0.56 3.43
H92 -4.79 1.01 2.93
H93 -4.10 -1.70 2.55
H94 -5.00 -0.80 1.28
C41 4.56 -1.15 -0.83
C42 3.63 -2.34 -0.69
C43 2.41 -1.98 0.11
N6 1.34 -3.16 0.00
C44 0.71 -3.37 -1.42
C45 0.27 -2.93 1.13
C46 -0.36 -4.35 1.33
C47 0.67 -5.37 0.96
C48 1.88 -4.52 0.41
H95 5.47 -1.31 -1.41
H96 4.95 -0.93 0.16
H97 4.03 -0.25 -1.13
H98 4.16 -3.21 -0.30
H99 3.34 -2.70 -1.68
H100 2.05 -0.98 -0.15
H101 2.65 -1.95 1.17
H102 -0.18 -3.98 -1.27
H103 1.40 -3.90 -2.08
H104 0.47 -2.35 -1.72
H105 -0.45 -2.18 0.80
H106 0.78 -2.67 2.06
H107 -1.34 -4.48 0.87
H108 -0.65 -4.50 2.37
H109 0.28 -6.07 0.23
H110 1.05 -5.99 1.77
H111 2.48 -4.90 -0.42
H112 2.50 -4.36 1.29

These are the Mulliken partial charges, in e, on atoms 1 to 6: B 5.39; H -2.99; H 0.96; H 1.98; H -0.48; C -2.26



[2]
C48H112N16O16 | the ωB97M-V functional and the def2-TZVPD basis

Results
- multiplicity = 1
- Kohn-Sham gap (eV) = 8.28
- ΔE to the lowest compared entry with this formula, charge and spin (kJ/mol) = 224.04
- HOMO level (Eh) = -0.30374
- net charge = 0

Atoms and positions in Å:
C1 10.15 13.16 13.75
C2 8.93 13.53 13.00
O1 7.82 13.41 13.44
N1 9.09 13.90 11.73
C3 8.12 14.69 10.95
H1 11.10 13.62 13.45
H2 10.29 12.09 13.64
H3 10.04 13.33 14.82
H4 10.03 13.88 11.35
H5 8.43 15.73 11.04
H6 7.10 14.57 11.31
H7 8.14 14.42 9.89
C4 15.26 15.20 11.25
C5 15.70 16.58 10.62
O2 15.26 16.94 9.53
N2 16.35 17.47 11.32
C6 16.78 17.37 12.67
H8 14.28 15.30 11.73
H9 15.97 14.89 12.01
H10 15.17 14.44 10.48
H11 16.37 18.34 10.81
H12 16.26 16.59 13.23
H13 16.63 18.35 13.12
H14 17.85 17.19 12.81
C7 11.98 16.95 8.91
C8 11.76 16.08 10.16
O3 12.14 14.90 10.23
N3 11.08 16.58 11.18
C9 10.70 18.00 11.43
H15 12.54 17.86 9.14
H16 11.01 17.16 8.46
H17 12.62 16.34 8.27
H18 10.89 15.97 11.97
H19 11.13 18.75 10.77
H20 10.97 18.33 12.44
H21 9.63 18.14 11.31
C10 7.63 9.49 14.40
C11 7.52 9.55 15.94
O4 6.45 9.23 16.45
N4 8.57 9.75 16.73
C12 9.96 9.95 16.32
H22 7.77 8.43 14.19
H23 8.47 10.08 14.00
H24 6.66 9.76 13.98
H25 8.35 9.88 17.71
H26 10.39 10.95 16.29
H27 10.18 9.56 15.33
H28 10.70 9.59 17.04
C13 11.50 21.08 15.80
C14 10.13 20.57 15.32
O5 9.24 20.55 16.19
N5 9.95 20.28 14.02
C15 8.61 19.96 13.47
H29 11.55 22.13 16.07
H30 12.22 20.93 14.99
H31 11.79 20.59 16.73
H32 10.62 20.42 13.29
H33 8.20 19.00 13.78
H34 8.81 19.94 12.40
H35 7.78 20.65 13.64
C16 13.70 19.89 11.00
C17 12.97 20.92 11.87
O6 11.82 20.77 12.12
N6 13.73 21.93 12.40
C18 13.20 23.01 13.22
H36 13.30 20.03 9.99
H37 13.44 18.91 11.41
H38 14.79 19.90 11.05
H39 14.68 21.84 12.07
H40 13.30 23.96 12.70
H41 13.79 23.09 14.13
H42 12.16 22.88 13.52
C19 16.78 13.48 16.53
C20 17.51 14.19 15.40
O7 17.98 15.29 15.57
N7 17.78 13.44 14.36
C21 18.69 13.78 13.29
H43 16.12 12.70 16.14
H44 16.14 14.24 16.98
H45 17.55 13.15 17.23
H46 17.39 12.51 14.37
H47 19.34 12.96 13.00
H48 19.27 14.67 13.53
H49 18.09 14.10 12.44
C22 14.73 9.27 10.88
C23 15.23 10.48 11.66
O8 16.39 10.87 11.53
N8 14.28 11.07 12.43
C24 14.60 12.25 13.27
H50 15.51 8.53 10.76
H51 14.43 9.55 9.87
H52 13.83 8.87 11.35
H53 13.34 10.70 12.44
H54 13.72 12.90 13.32
H55 15.38 12.89 12.86
H56 14.90 12.00 14.29
C25 11.82 18.56 19.29
C26 13.01 18.12 18.43
O9 13.35 18.84 17.48
N9 13.75 17.11 18.89
C27 14.89 16.47 18.26
H57 11.06 17.78 19.35
H58 11.34 19.44 18.87
H59 12.15 18.89 20.28
H60 13.46 16.74 19.78
H61 15.38 15.77 18.93
H62 15.68 17.17 17.97
H63 14.76 15.98 17.29
C28 10.59 8.57 11.36
C29 10.96 9.99 11.45
O10 11.42 10.33 12.56
N10 11.04 10.69 10.34
C30 11.51 12.03 10.27
H64 9.52 8.56 11.15
H65 10.63 8.05 12.32
H66 11.13 7.99 10.61
H67 10.80 10.22 9.48
H68 12.51 12.22 9.89
H69 11.57 12.51 11.24
H70 10.89 12.59 9.56
C31 14.32 22.20 18.36
C32 15.51 21.91 17.47
O11 16.35 22.79 17.37
N11 15.51 20.77 16.80
C33 16.63 20.42 15.94
H71 14.64 22.85 19.17
H72 13.76 21.35 18.77
H73 13.64 22.65 17.63
H74 14.76 20.12 16.99
H75 16.95 19.39 16.03
H76 17.53 21.02 16.03
H77 16.30 20.58 14.92
C34 7.51 12.77 17.88
C35 8.66 12.67 18.78
O12 8.98 11.54 19.15
N12 9.19 13.79 19.28
C36 10.37 13.83 20.20
H78 7.37 13.84 17.71
H79 6.57 12.39 18.28
H80 7.63 12.28 16.91
H81 8.88 14.68 18.92
H82 10.91 14.76 20.03
H83 11.03 12.96 20.20
H84 10.10 13.90 21.25
C37 8.05 18.53 18.56
C38 8.15 17.33 17.64
O13 7.94 16.24 18.09
N13 8.51 17.58 16.41
C39 8.55 16.54 15.44
H85 7.16 19.10 18.26
H86 8.97 19.08 18.73
H87 7.81 18.20 19.57
H88 8.83 18.51 16.19
H89 8.78 15.56 15.85
H90 9.34 16.72 14.70
H91 7.63 16.46 14.86
C40 12.24 16.64 23.05
C41 13.44 16.17 22.34
O14 13.39 15.48 21.32
N14 14.59 16.64 22.71
C42 15.07 17.19 24.03
H92 12.40 17.61 23.52
H93 12.05 15.88 23.81
H94 11.42 16.72 22.34
H95 15.24 16.45 21.95
H96 14.50 18.05 24.39
H97 16.11 17.51 24.00
H98 14.93 16.43 24.80
C43 13.73 11.97 20.28
C44 13.56 11.57 18.85
O15 12.73 12.13 18.13
N15 14.40 10.58 18.49
C45 14.51 10.15 17.18
H99 12.86 11.84 20.92
H100 14.05 13.01 20.29
H101 14.57 11.44 20.74
H102 15.17 10.37 19.10
H103 14.64 9.07 17.16
H104 15.40 10.58 16.72
H105 13.63 10.35 16.57
C46 12.94 17.40 14.29
C47 12.71 15.97 14.78
O16 12.93 14.99 14.06
N16 12.23 15.87 16.08
C48 12.08 14.64 16.76
H106 12.22 18.06 14.77
H107 12.88 17.40 13.20
H108 13.89 17.77 14.67
H109 12.21 16.69 16.66
H110 12.86 13.96 16.41
H111 11.15 14.14 16.48
H112 12.16 14.64 17.85

These are the Mulliken partial charges, in e, on atoms 1 to 6: C 2.23; C 0.38; O -0.70; N 0.31; C -0.95; H -0.63



| no. | calculated total energy (hartree) |
| --- | --- |
| 1 | -2245.9092 |
| 2 | -3976.2936 |